[1]
C42H97B2F10N11O12S2 | wB97M-V/def2-TZVPD

```
176
C42H97B2F10N11O12S2 | the Open Molecules 2025 dataset | wB97M-V/def2-TZVPD
C -6.6717 18.7232 20.5886
C -6.8302 20.1009 21.2598
N -8.2255 20.5884 21.1907
C -9.2828 19.9334 21.7079
C -10.4024 20.5833 21.3789
N -10.1593 21.5912 20.4746
C -8.7708 21.6096 20.3974
C -11.1279 22.4947 19.8792
H -7.2832 18.0275 21.1632
H -5.6820 18.2794 20.4807
H -7.1477 18.5947 19.6165
H -6.1814 20.7577 20.6804
H -6.7067 20.1174 22.3427
H -9.1737 19.1010 22.3873
H -11.4546 20.5102 21.6112
H -8.1911 22.1766 19.6840
H -12.0873 21.9773 19.8881
H -10.8133 22.6912 18.8542
H -11.1901 23.3984 20.4853
C 2.6683 19.4254 5.0300
C 1.2560 19.0706 4.7887
N 0.3733 20.0804 5.4174
C -0.0279 21.2582 4.8001
C -0.6191 22.0856 5.7517
N -0.6499 21.2987 6.9214
C -0.1936 20.0346 6.6185
C -1.1493 21.6600 8.2570
H 2.8396 19.6145 6.0897
H 2.8750 20.3118 4.4302
H 3.2887 18.5530 4.8246
H 1.1298 18.0922 5.2524
H 1.0284 19.0196 3.7240
H 0.2015 21.3819 3.7520
H -0.8621 23.1329 5.6492
H -0.0118 19.3226 7.4100
H -1.5615 20.8281 8.8281
H -1.9095 22.4376 8.1834
H -0.2979 22.0993 8.7770
C 2.8654 14.0764 17.0250
C 1.3024 14.0323 16.9307
N 0.6399 14.5202 18.1228
C 0.8385 15.8725 18.5637
C 0.1874 15.9843 19.7765
N -0.4793 14.8240 20.0631
C -0.2153 13.9197 19.0321
C -1.2329 14.5757 21.2089
H 3.2832 14.0796 18.0317
H 3.3176 14.9722 16.5995
H 3.4721 13.3303 16.5118
H 0.9750 12.9935 16.8878
H 1.0307 14.5435 16.0071
H 1.4722 16.5074 17.9623
H 0.0327 16.8822 20.3564
H -0.4926 12.8778 19.0958
H -0.6472 14.0981 21.9944
H -1.9844 13.8222 20.9735
H -1.6841 15.5100 21.5429
C -18.1587 14.9291 16.9405
O -17.2676 14.5582 17.9903
C -17.3936 15.3441 19.1867
C -15.9470 15.3905 19.7949
N -14.9824 16.3992 19.0294
H -15.3895 17.3151 19.1543
H -14.0646 16.2813 19.4341
C -14.8940 16.1837 17.4858
C -14.0588 17.2636 16.9042
O -12.8164 17.2974 17.5832
C -11.9897 18.2396 16.8706
H -18.0739 15.9090 16.4707
H -19.2004 14.7073 17.1722
H -17.9410 14.1998 16.1602
H -18.0618 14.9270 19.9402
H -17.7641 16.3371 18.9321
H -15.5473 14.3773 19.7537
H -15.8500 15.9558 20.7218
H -15.9050 16.3580 17.1175
H -14.5851 15.1441 17.3763
H -14.6007 18.1970 17.0567
H -13.9281 17.1808 15.8252
H -11.6963 17.6726 15.9871
H -11.0236 18.3054 17.3710
H -12.4256 19.2283 16.7265
C -5.8717 17.4014 8.0130
O -6.3062 16.8046 9.2649
C -5.4086 17.0619 10.3394
C -5.4812 16.0220 11.4861
N -4.1859 16.0735 12.3591
H -3.3934 16.0992 11.7334
H -4.1403 16.9942 12.7719
C -4.0522 15.0331 13.5323
C -4.9450 15.3408 14.7420
O -6.2831 14.8030 14.6960
C -7.0760 14.7661 15.8384
H -6.6396 17.3479 7.2413
H -4.9671 16.9308 7.6280
H -5.7407 18.4814 8.0799
H -5.6803 18.0504 10.7097
H -4.3775 17.0272 9.9878
H -5.4794 15.0756 10.9453
H -6.2557 16.2884 12.2053
H -3.0288 15.2996 13.7965
H -4.1337 14.0530 13.0624
H -5.0007 16.4293 14.7561
H -4.5800 15.0370 15.7231
H -6.4994 14.5308 16.7329
H -7.7775 13.9477 15.6763
H -7.7860 15.5877 15.9335
C -6.1277 27.5868 14.7061
O -5.1290 28.4982 14.3971
C -4.2868 28.0567 13.3134
C -2.9597 28.7878 13.5258
N -2.3938 28.5053 14.9603
H -1.7917 29.2718 15.2248
H -3.1264 28.5150 15.6556
C -1.5925 27.2839 15.2688
C -2.0090 26.7857 16.6290
O -2.3275 27.8239 17.5882
C -1.6386 27.7594 18.8191
H -5.7118 26.6068 14.9402
H -6.8583 27.4556 13.9079
H -6.6578 27.8298 15.6269
H -4.7312 28.4014 12.3797
H -3.9656 27.0153 13.2979
H -3.0340 29.8655 13.3802
H -2.2317 28.5214 12.7596
H -0.5944 27.7214 15.2940
H -1.8252 26.5713 14.4776
H -1.1912 26.1831 17.0241
H -2.8945 26.1536 16.5613
H -0.5770 27.9154 18.6276
H -1.7025 26.8892 19.4722
H -1.9681 28.6213 19.3993
C -7.0160 23.1910 5.6032
O -7.5681 23.2841 6.9605
C -8.6351 24.2223 7.1690
C -9.2569 24.1188 8.6104
N -10.0600 22.7622 8.9301
H -10.5576 22.9006 9.7981
H -10.7418 22.7547 8.1850
C -9.1704 21.5755 9.1131
C -9.9044 20.3530 9.7153
O -11.0872 20.0585 9.0351
C -11.6988 18.8538 9.3813
H -6.5840 24.1612 5.3580
H -7.8670 22.8747 5.0000
H -6.1593 22.5363 5.4436
H -9.4240 24.0102 6.4474
H -8.3139 25.2630 7.1250
H -9.9940 24.9005 8.7943
H -8.4644 24.2482 9.3475
H -8.2736 21.8118 9.6858
H -8.9543 21.3785 8.0631
H -10.1035 20.5662 10.7655
H -9.2366 19.4919 9.7432
H -11.0063 18.0500 9.1315
H -12.5389 18.7699 8.6920
H -12.0851 18.6853 10.3866
N -3.7780 20.1118 14.2849
S -4.6680 21.2275 14.5123
O -4.5490 22.3316 13.5720
O -5.1595 21.5027 15.8688
F -5.9455 20.4572 13.9795
S -2.5586 20.6014 15.3637
O -2.7067 20.1195 16.7143
O -1.8249 21.8733 15.1298
F -1.4670 19.4919 14.8464
B 1.5347 21.3494 21.2995
F 1.6641 20.5878 22.4496
F 2.0715 22.5885 21.5507
F 2.2490 20.7106 20.3218
F 0.2974 21.3837 20.7537
B -11.3251 24.2152 13.9434
F -11.6804 24.8127 12.7584
F -12.3475 23.4632 14.4080
F -10.2412 23.4396 13.7600
F -11.0839 25.1859 14.8623
```

HOMO: -13.14 eV
orbital gap: 6.14 eV
LUMO level: -6.994 eV
M: 1224.04 g/mol
total charge: +4



[2]
C42H97FN12O8P3S | wB97M-V/def2-TZVPD

```
164
C42H97FN12O8P3S | the Open Molecules 2025 dataset | wB97M-V/def2-TZVPD
C -3.6495 3.5070 -5.1208
C -4.4739 2.2917 -5.6176
C -4.0273 0.9144 -5.0731
C -3.1151 0.1350 -6.0547
C -1.9290 0.9623 -6.5861
C -1.0011 1.4409 -5.4498
C -0.0443 2.5205 -5.9916
C 0.6689 3.3694 -4.9109
C 2.1891 3.0425 -4.6887
C 2.5204 1.5861 -4.8099
C 2.9536 1.0244 -6.0168
C 3.1694 1.8432 -7.2638
C 4.6073 2.4974 -7.2826
C 5.5683 1.9800 -6.2108
O 5.3431 2.6030 -4.9385
C 3.2214 -0.3614 -5.9951
S 3.7626 -1.1095 -7.5622
O 4.9336 -0.4824 -8.0460
O 2.6370 -1.1060 -8.4204
F 4.0463 -2.5961 -7.2059
N 3.1060 -1.2174 -5.0237
N 2.7075 -0.6305 -3.9097
N 2.5566 -1.4966 -2.7893
C 3.8846 -2.1223 -2.4777
C 4.0126 -3.5918 -2.9327
C 5.4637 -3.8837 -3.4335
C 2.4374 0.6537 -3.7294
C 2.0360 1.1318 -2.3572
C 0.4917 1.2033 -2.1734
O 0.2431 2.2386 -1.2246
C -0.2072 1.7148 0.0138
O -1.3887 1.7330 0.2621
C 0.8690 1.2114 0.9524
C 0.3536 -0.0692 1.6659
H -3.1006 4.0007 -5.9304
H -4.3583 4.2654 -4.7667
H -3.0079 3.2882 -4.2645
H -4.5349 2.2709 -6.7116
H -5.5012 2.4438 -5.2696
H -3.5006 1.0183 -4.1171
H -4.9253 0.3171 -4.8832
H -2.7262 -0.7649 -5.5584
H -3.7311 -0.2226 -6.8892
H -2.2372 1.7933 -7.2280
H -1.3447 0.2779 -7.2191
H -1.5603 1.7716 -4.5723
H -0.4300 0.5569 -5.1134
H -0.6616 3.2137 -6.5751
H 0.6260 2.0375 -6.7062
H 0.1180 3.3858 -3.9665
H 0.6569 4.4054 -5.2677
H 2.7450 3.5588 -5.4729
H 2.5087 3.4801 -3.7420
H 2.4805 2.6878 -7.2131
H 2.9320 1.3202 -8.1883
H 5.0338 2.4335 -8.2852
H 4.4836 3.5678 -7.0821
H 6.5758 2.2873 -6.5230
H 5.6142 0.8926 -6.1205
H 6.0877 3.1764 -4.7449
H 1.9813 -2.2621 -3.1385
H 4.7017 -1.5056 -2.8580
H 3.9632 -2.1179 -1.3846
H 3.3561 -3.8337 -3.7770
H 3.7556 -4.2640 -2.1117
H 6.0470 -4.2703 -2.5957
H 5.9368 -2.9870 -3.8422
H 5.4070 -4.6208 -4.2372
H 2.3749 2.1693 -2.3026
H 2.5412 0.6061 -1.5502
H 0.0892 1.5801 -3.1117
H 0.0584 0.2467 -1.8700
H 1.1366 1.9534 1.7127
H 1.8059 0.9950 0.4320
H 0.6555 -0.9324 1.0594
H -0.7309 -0.1002 1.7768
H 0.7724 -0.1364 2.6711
O 3.2634 3.2544 2.2349
P 4.3183 4.2711 1.8681
N 5.4513 3.1733 1.1467
C 6.8713 3.3944 0.9449
C 4.9297 2.3823 0.0397
N 4.8115 4.6344 3.4839
C 6.1406 4.3300 3.9794
C 3.8265 4.3854 4.5338
N 5.1660 5.6923 1.2884
C 4.8893 6.9582 2.0092
C 4.8190 5.9639 -0.1315
H 7.0896 4.0769 0.1109
H 7.3615 2.4428 0.7238
H 7.3703 3.7769 1.8277
H 4.9648 2.9310 -0.9154
H 3.8945 2.0888 0.2159
H 5.5045 1.4593 -0.0795
H 6.3642 3.2564 3.9392
H 6.2469 4.6577 5.0152
H 6.9031 4.8888 3.4323
H 3.7812 3.3262 4.8129
H 2.8328 4.7002 4.2217
H 4.0742 4.9648 5.4264
H 3.8186 7.1588 2.0899
H 5.3585 7.7922 1.4836
H 5.3172 6.9555 3.0057
H 3.7535 6.1758 -0.2562
H 5.0710 5.1149 -0.7697
H 5.3885 6.8138 -0.5059
O -2.1177 -0.0096 4.0651
P -3.0475 0.6127 5.0819
N -3.7499 -0.8441 5.6848
C -5.0125 -0.9758 6.3872
C -2.8040 -1.8226 6.2213
N -4.1139 1.3581 3.9362
C -5.5045 0.9725 3.8026
C -3.5506 1.6382 2.6208
N -3.7356 1.6021 6.3582
C -3.8310 3.0545 6.0819
C -2.9233 1.4892 7.5985
H -4.9654 -0.6356 7.4315
H -5.3131 -2.0264 6.4002
H -5.8262 -0.4480 5.9011
H -2.5358 -1.6050 7.2652
H -1.8822 -1.8501 5.6425
H -3.2279 -2.8288 6.1822
H -5.6192 -0.0837 3.5255
H -5.9977 1.5775 3.0380
H -6.0607 1.1772 4.7201
H -3.5289 0.7437 1.9866
H -2.5374 2.0235 2.7032
H -4.1359 2.4062 2.1073
H -2.8781 3.4723 5.7474
H -4.1413 3.5830 6.9857
H -4.5865 3.2735 5.3346
H -1.9027 1.8528 7.4505
H -2.8658 0.4552 7.9408
H -3.3817 2.0590 8.4062
O -4.1815 -5.5741 5.5205
P -4.5895 -6.8133 4.7658
N -3.0495 -7.1818 4.0669
C -2.7986 -8.0036 2.8990
C -1.9591 -7.3634 5.0224
N -5.5783 -6.0056 3.5923
C -5.2520 -5.9864 2.1811
C -6.1244 -4.7103 3.9878
N -5.2910 -8.3514 4.2978
C -6.7707 -8.4043 4.2386
C -4.8965 -9.4169 5.2577
H -2.9021 -9.0803 3.0954
H -1.7778 -7.8341 2.5463
H -3.4389 -7.7553 2.0595
H -1.9356 -8.3831 5.4327
H -2.0434 -6.6715 5.8587
H -0.9947 -7.1676 4.5478
H -4.2811 -5.5129 1.9842
H -6.0135 -5.4403 1.6195
H -5.2657 -6.9942 1.7598
H -5.3876 -3.9035 3.8856
H -6.4700 -4.7295 5.0195
H -6.9917 -4.4628 3.3696
H -7.2318 -8.0386 5.1591
H -7.0971 -9.4332 4.0741
H -7.1610 -7.8309 3.4044
H -5.2634 -9.2111 6.2666
H -3.8119 -9.5216 5.3091
H -5.2869 -10.3817 4.9358
```

HOMO: -9.15 eV
orbital gap: 4.86 eV
LUMO level: -4.283 eV
M: 1042.30 g/mol
total charge: +1